1.
{
  "formula": "C17H22O2",
  "method": "ωB97M-V with the def2-TZVPD basis set",
  "elements": ["C", "C", "C", "H", "C", "C", "O", "C", "C", "C", "C", "C", "C", "C", "C", "H", "H", "O", "C", "C", "H", "H", "H", "H", "H", "H", "H", "C", "C", "H", "H", "H", "H", "H", "H", "H", "H", "H", "H", "H", "H"],
  "coordinates": [[-6.332383, -0.572563, 1.065573], [-4.847981, -0.266668, 0.906804], [-4.542372, 0.261358, -0.493381], [-5.063130, 1.210330, -0.645045], [-3.048444, 0.458997, -0.771497], [-2.302826, -0.867374, -0.819515], [-2.856574, -1.920281, -1.066784], [-0.859918, -0.790833, -0.610065], [-0.183865, 0.345475, -0.360039], [1.269895, 0.361300, -0.206556], [1.952802, -0.725158, 0.337950], [3.326337, -0.721443, 0.482522], [4.070001, 0.382319, 0.072741], [3.394033, 1.479272, -0.469406], [2.024865, 1.471817, -0.597143], [1.535969, 2.329187, -1.033617], [3.976615, 2.331338, -0.782628], [5.416321, 0.517087, 0.170239], [6.208996, -0.571638, 0.601918], [6.387545, -1.632418, -0.480166], [5.432155, -2.072207, -0.755955], [6.826460, -1.182717, -1.367232], [7.046589, -2.416878, -0.118642], [5.797007, -1.012053, 1.518136], [7.175884, -0.121135, 0.842970], [3.802231, -1.583422, 0.923196], [1.396654, -1.583757, 0.682213], [-0.917626, 1.650415, -0.242701], [-2.357378, 1.413640, 0.199261], [-2.900290, 2.360507, 0.238456], [-2.353392, 0.980967, 1.201305], [-0.404262, 2.302447, 0.467168], [-0.914657, 2.150066, -1.217955], [-0.339944, -1.732829, -0.713607], [-2.952906, 0.877825, -1.784589], [-4.924293, -0.455454, -1.223158], [-4.554110, 0.469919, 1.657566], [-4.272038, -1.177519, 1.078096], [-6.543065, -0.937128, 2.068389], [-6.927852, 0.322081, 0.893148], [-6.641050, -1.332882, 0.352039]],
  "forces_ev_per_angstrom": [[0.24, 0.02, 0.09], [-0.16, 0.06, -0.19], [0.27, -0.16, 0.07], [-0.02, 0.03, -0.05], [-0.46, -0.03, 0.09], [-0.24, 0.31, -0.08], [0.02, 0.00, 0.03], [0.53, -0.05, 0.12], [-0.48, -0.24, -0.15], [0.45, -0.15, 0.09], [-0.19, 0.23, -0.10], [0.40, -0.05, 0.05], [-0.26, 0.14, -0.09], [0.27, -0.10, 0.05], [-0.08, -0.19, 0.06], [-0.06, 0.11, -0.01], [0.07, 0.10, -0.04], [-0.19, 0.22, -0.09], [0.26, -0.41, 0.01], [-0.16, 0.34, 0.19], [-0.04, -0.09, -0.04], [0.05, 0.01, -0.08], [0.07, -0.11, 0.02], [0.05, 0.10, -0.05], [-0.15, -0.09, 0.05], [0.08, -0.06, 0.02], [-0.06, -0.08, 0.03], [-0.22, 0.02, 0.19], [0.09, 0.05, -0.31], [-0.03, -0.01, 0.05], [-0.02, 0.04, 0.06], [0.04, 0.00, -0.08], [0.04, 0.09, 0.02], [0.08, -0.08, -0.04], [0.07, 0.00, 0.03], [-0.06, 0.06, -0.02], [0.07, -0.03, 0.05], [0.07, 0.01, 0.07], [-0.11, -0.04, 0.07], [-0.12, 0.07, -0.01], [-0.08, -0.08, -0.07]],
  "lowdin_charge": [-0.1115, -0.2629, -0.1792, 0.1183, -0.2542, -0.3695, 0.0858, 0.0454, -0.1599, -0.1879, -0.0166, -0.0126, -0.2663, 0.0066, -0.0212, 0.1125, 0.1192, -0.0472, -0.2459, -0.0630, 0.0675, 0.0799, 0.0773, 0.1156, 0.1232, 0.1063, 0.1147, -0.1418, -0.1535, 0.1233, 0.1242, 0.1233, 0.1311, 0.1188, 0.1601, 0.1159, 0.1026, 0.1103, 0.0671, 0.0707, 0.0736],
  "total_energy_ha": -811.4625,
  "de_lowest_kcal_mol": 25.8
}


2.
{
  "formula": "C17H22O6",
  "method": "ωB97M-V with the def2-TZVPD basis set",
  "elements": ["O", "O", "O", "O", "O", "O", "C", "C", "C", "C", "C", "C", "C", "C", "C", "C", "C", "C", "C", "C", "C", "C", "C", "H", "H", "H", "H", "H", "H", "H", "H", "H", "H", "H", "H", "H", "H", "H", "H", "H", "H", "H", "H", "H", "H"],
  "coordinates": [[0.215322, -1.713377, 4.886440], [2.440112, -1.833781, 1.900245], [1.864058, -0.160916, 4.412914], [-1.332852, -1.456956, -3.197935], [3.225137, 0.915064, 2.419213], [1.247246, -0.933271, 0.219654], [1.341382, -1.241398, 5.054860], [1.886110, -0.881392, 1.373881], [-2.298373, 3.069200, -0.807189], [1.583738, -1.259599, -2.786822], [-1.003276, 2.686244, -0.849341], [0.593175, -0.320934, -2.534664], [2.281706, -1.988261, 5.941989], [-0.014568, 3.346138, 0.097902], [-1.509115, 0.816660, -2.572293], [1.070121, 0.454437, 3.365246], [0.318505, 2.459772, 1.326365], [-0.695273, -0.227308, -3.306429], [-0.444546, 1.734652, -1.919209], [1.897964, 0.485110, 2.044231], [0.658988, 0.335594, -0.031918], [0.750146, 0.805922, -1.534386], [1.342115, 1.381262, 0.886693], [-1.131430, -1.832183, -2.307919], [3.463739, 0.397137, 3.242934], [-3.048643, 2.725974, -1.508082], [-2.613337, 3.835092, -0.095711], [1.608535, -1.947735, -3.645372], [2.420081, -1.248210, -2.115774], [1.786278, -2.849944, 6.389955], [3.100017, -2.360432, 5.307959], [2.676874, -1.313655, 6.703646], [-0.461119, 4.250987, 0.508516], [0.874162, 3.685471, -0.441302], [-2.148267, 0.332938, -1.841599], [-2.141725, 1.384386, -3.294941], [0.825984, 1.452839, 3.739252], [0.170093, -0.060516, 3.192781], [0.794794, 3.096612, 2.084676], [-0.597293, 2.006217, 1.706743], [-0.571530, 0.022207, -4.391188], [-0.051410, 2.371344, -2.676732], [-0.359518, 0.163465, 0.214930], [1.658127, 1.357655, -1.692985], [2.140727, 1.870452, 0.343727]],
  "forces_ev_per_angstrom": [[1.69, 1.86, -0.27], [-0.84, 0.89, -1.05], [-0.62, -0.49, -0.09], [-0.69, -1.93, 0.10], [-0.46, -1.09, 0.44], [0.58, -0.03, -0.25], [-2.27, -2.06, -0.58], [2.06, -1.99, 2.32], [1.10, -0.12, -0.03], [-2.12, 2.10, 0.22], [-0.58, 0.44, -0.29], [3.22, -1.53, -1.29], [0.83, 0.42, -0.13], [-0.76, -0.10, 0.60], [0.36, 1.69, -0.79], [0.90, 0.67, -0.17], [1.41, 0.15, -1.11], [0.17, 0.07, 0.27], [-1.13, -0.25, 1.21], [0.62, 1.44, 0.30], [0.58, 1.48, -1.46], [-1.37, -0.89, 0.91], [-1.54, -0.76, 1.57], [-0.16, 0.40, -1.07], [-0.37, 0.71, -1.37], [0.05, -0.22, 0.10], [0.08, -0.24, -0.16], [-0.41, 0.28, 0.64], [0.45, -0.17, 0.05], [-0.10, 0.36, -0.08], [-0.04, 0.22, 0.28], [0.21, -0.19, 0.01], [-0.19, 0.11, -0.20], [0.17, -0.28, 0.10], [-0.07, -0.03, 0.19], [0.25, -0.36, 0.72], [0.24, -0.04, -0.34], [-1.23, -0.93, 0.15], [-0.24, -0.21, -0.03], [0.04, 0.09, 0.13], [0.00, -0.33, 0.84], [0.33, 0.64, -0.84], [-1.24, 0.38, 0.25], [0.65, -0.03, 0.07], [0.46, -0.11, 0.15]],
  "lowdin_charge": [0.0826, 0.1378, -0.0067, -0.0298, 0.0180, 0.1071, -0.4908, -0.3947, 0.0704, 0.1207, -0.2511, -0.1912, 0.0186, -0.1462, -0.0932, -0.0462, -0.1223, -0.3799, -0.2047, -0.3139, -0.1744, -0.1362, -0.1358, 0.1207, 0.1251, 0.0576, 0.0673, 0.0810, 0.0575, 0.0920, 0.1001, 0.0890, 0.1061, 0.1256, 0.1258, 0.1342, 0.1403, 0.1194, 0.1251, 0.1264, 0.1707, 0.1441, 0.1582, 0.1430, 0.1526],
  "total_energy_ha": -1112.3870,
  "de_lowest_kcal_mol": 20.2
}


3.
{
  "formula": "C17H23BrF3N3O4S",
  "method": "ωB97M-V with the def2-TZVPD basis set",
  "elements": ["C", "C", "O", "C", "C", "O", "C", "C", "C", "C", "C", "C", "N", "C", "Br", "C", "N", "S", "N", "C", "H", "H", "H", "H", "H", "H", "H", "H", "H", "H", "H", "H", "H", "H", "H", "H", "H", "H", "C", "C", "O", "C", "O", "C", "F", "F", "F", "H", "H", "H", "H", "H"],
  "coordinates": [[-4.140605, -6.935766, 2.392772], [-3.444086, -5.662289, 1.902034], [-2.042398, -5.820102, 1.809118], [-1.526709, -5.700016, 0.506289], [-0.043960, -5.478387, 0.555858], [0.307294, -4.277336, 1.207974], [0.833907, -3.263344, 0.360370], [0.308111, -1.930960, 0.809242], [-0.316857, -1.062738, -0.036606], [-0.854467, 0.205839, 0.353969], [-1.538358, 1.001169, -0.737530], [-1.123848, 2.468289, -0.896390], [-0.822689, 2.777786, -2.309527], [-0.740742, 0.555563, 1.667912], [-1.512599, 2.132781, 2.388728], [-0.086251, -0.305524, 2.592848], [0.072321, -0.070884, 3.896894], [0.858352, -1.338164, 4.486471], [1.021681, -2.226960, 3.165405], [0.444956, -1.546097, 2.174792], [-3.461052, -7.781356, 2.410237], [-4.986511, -7.183304, 1.760280], [-4.513789, -6.800622, 3.401510], [-3.629008, -4.863342, 2.618445], [-3.888124, -5.350688, 0.958340], [-1.687767, -6.642536, -0.035927], [-2.034753, -4.920784, -0.067557], [0.359789, -5.559312, -0.453711], [0.388519, -6.300208, 1.128273], [1.920729, -3.267837, 0.469829], [0.566599, -3.438027, -0.678979], [-0.419969, -1.340138, -1.074951], [-2.609704, 0.891824, -0.588388], [-1.289125, 0.521436, -1.677312], [-1.969358, 3.090987, -0.618632], [-0.321035, 2.755807, -0.224822], [-0.978605, 3.769252, -2.430580], [0.171360, 2.642291, -2.448894], [4.932273, 6.560818, -1.259835], [3.504321, 6.975456, -0.980498], [2.663607, 6.776893, -2.135676], [2.245920, 5.540391, -2.344435], [2.485138, 4.576692, -1.679220], [1.335740, 5.501272, -3.582643], [1.864712, 6.174960, -4.607542], [0.145013, 6.050280, -3.296074], [1.132632, 4.243307, -3.961543], [5.317571, 7.087361, -2.133446], [5.563552, 6.791686, -0.402875], [5.000574, 5.492232, -1.459544], [3.450277, 8.040384, -0.767090], [3.087421, 6.441965, -0.127364]],
  "forces_ev_per_angstrom": [[-0.04, 0.15, 0.01], [-0.24, -0.20, 0.44], [0.10, 0.28, -0.15], [-0.23, -0.49, -0.24], [0.14, -0.30, 0.49], [-0.09, 0.11, -0.48], [-0.04, 0.02, 0.61], [-0.05, -0.16, -0.26], [0.36, -0.37, 0.42], [0.13, 0.06, 0.11], [0.54, -0.17, 0.45], [-0.64, 0.31, -0.31], [0.09, -0.07, 0.60], [-0.31, 0.32, -0.12], [0.02, -0.12, -0.18], [-0.32, 0.50, 0.24], [0.12, -0.01, 0.19], [-0.07, 0.04, -0.24], [0.20, -0.18, 0.16], [0.00, -0.08, -0.34], [0.17, -0.05, -0.12], [-0.14, -0.12, -0.08], [-0.06, -0.05, 0.20], [0.00, 0.17, 0.02], [0.19, 0.07, -0.24], [-0.04, -0.05, -0.14], [-0.01, 0.27, 0.11], [0.09, 0.19, -0.16], [0.09, -0.05, 0.10], [0.17, -0.02, -0.19], [-0.01, 0.01, -0.19], [-0.03, -0.07, -0.15], [-0.22, 0.17, -0.10], [-0.13, -0.14, -0.18], [-0.08, 0.12, 0.12], [0.28, -0.18, 0.14], [0.02, 0.07, -0.23], [0.02, -0.04, -0.21], [-0.03, -0.15, -0.23], [0.33, 0.15, 0.38], [-0.11, 0.01, -0.10], [0.16, 0.18, 0.26], [-0.08, -0.13, -0.05], [-0.09, -0.02, -0.25], [0.00, -0.05, 0.06], [0.02, -0.01, 0.05], [0.05, 0.06, -0.10], [0.01, 0.08, 0.06], [-0.02, 0.03, 0.02], [-0.02, -0.02, 0.08], [-0.11, 0.02, -0.15], [-0.06, -0.12, -0.10]],
  "lowdin_charge": [-0.0653, -0.2627, -0.1329, -0.2147, -0.1978, -0.1185, -0.1503, -0.1214, 0.0262, -0.2355, -0.1513, -0.2971, 0.0026, -0.5442, 0.8069, -0.4106, -0.2476, 1.0280, -0.2058, -0.3127, 0.0745, 0.0641, 0.0640, 0.1146, 0.1076, 0.1304, 0.1256, 0.1229, 0.1308, 0.1338, 0.1200, 0.1176, 0.1219, 0.0985, 0.0945, 0.0852, 0.0447, 0.0538, -0.0588, -0.1912, 0.0373, -0.4048, 0.1678, -0.5490, 0.1737, 0.1637, 0.1641, 0.0843, 0.0837, 0.0777, 0.1254, 0.1266],
  "total_energy_ha": -4398.5838
}


4.
{
  "formula": "C17H23Cl2N2O8Sn",
  "method": "ωB97M-V with the def2-TZVPD basis set",
  "elements": ["Sn", "O", "C", "O", "C", "C", "C", "C", "C", "O", "C", "C", "O", "O", "H", "H", "H", "H", "H", "H", "H", "H", "C", "C", "C", "O", "C", "O", "O", "H", "H", "H", "H", "H", "H", "H", "C", "N", "C", "C", "N", "C", "H", "H", "H", "H", "H", "H", "Cl", "C", "Cl", "H", "H"],
  "coordinates": [[-0.374575, 0.450812, -0.305902], [-4.163252, -1.435134, 0.437029], [-3.187775, -0.786322, 0.797219], [-2.658520, 0.202454, 0.161024], [-2.538133, -1.126727, 2.156349], [-1.840231, 0.091381, 2.784889], [-1.617158, -0.144001, 4.285527], [-0.511461, -1.227997, 4.252020], [-0.236079, -1.324202, 2.739215], [-0.502615, 0.004301, 2.279009], [-1.354128, -2.148523, 2.079535], [-0.936877, -2.604725, 0.666546], [-1.295389, -3.701718, 0.268275], [-0.146968, -1.801148, 0.021877], [-3.333902, -1.506049, 2.795839], [-2.280973, 1.046336, 2.513488], [-1.249692, 0.771402, 4.749273], [-2.525200, -0.461356, 4.797040], [0.379528, -0.919564, 4.797819], [-0.847639, -2.186883, 4.645592], [0.771958, -1.620144, 2.463659], [-1.575356, -3.053457, 2.641604], [4.046318, 0.843235, -0.296427], [2.962959, 0.156800, 0.531291], [3.578809, -0.848837, 1.492313], [2.082927, -0.509141, -0.382865], [2.260359, 1.322803, 1.320014], [2.763222, 1.655848, 2.391861], [1.265817, 1.875617, 0.734513], [4.610817, 0.110835, -0.878253], [4.720977, 1.372664, 0.375391], [3.590586, 1.562649, -0.978260], [4.203082, -1.558879, 0.944277], [2.799752, -1.405596, 2.018550], [4.179466, -0.317689, 2.226066], [1.651052, -1.255827, 0.071693], [-2.060135, -0.504785, -6.030884], [-1.057333, -0.240164, -5.021835], [0.252432, 0.122778, -5.231243], [0.794109, 0.312565, -3.992405], [-0.157946, 0.079366, -3.039533], [-1.250939, -0.251272, -3.683908], [-1.616925, -0.392784, -7.016795], [-2.887965, 0.197270, -5.933679], [-2.449020, -1.517551, -5.929074], [0.668738, 0.210939, -6.219879], [1.797655, 0.587106, -3.712460], [-2.184947, -0.517515, -3.209404], [-1.313791, 5.958892, -0.375007], [-0.386276, 4.452590, -0.431628], [-1.084037, 3.295452, -1.571411], [-0.376457, 3.996463, 0.551637], [0.621150, 4.687423, -0.749605]],
  "forces_ev_per_angstrom": [[-0.04, -0.40, 0.40], [0.11, 0.03, 0.06], [-0.24, -0.01, 0.01], [0.22, -0.21, -0.02], [-0.06, 0.18, -0.22], [-0.35, -0.08, 0.33], [0.08, 0.06, -0.12], [0.06, 0.07, -0.11], [-0.13, -0.38, 0.30], [0.17, 0.13, -0.21], [0.24, 0.06, -0.25], [-0.26, -0.44, 0.26], [0.10, 0.24, 0.04], [-0.06, 0.44, -0.15], [0.03, -0.05, 0.01], [0.06, 0.00, -0.02], [-0.02, -0.01, 0.03], [-0.01, 0.00, -0.01], [-0.01, 0.03, -0.01], [0.03, -0.01, 0.03], [-0.04, 0.05, 0.01], [-0.05, 0.01, 0.00], [-0.07, -0.11, -0.05], [0.14, 0.30, 0.19], [0.01, 0.00, -0.15], [0.11, 0.18, 0.26], [-0.09, -0.02, 0.05], [0.01, 0.00, -0.08], [0.09, -0.21, -0.01], [-0.02, -0.02, 0.01], [0.03, 0.03, -0.03], [0.00, 0.00, -0.01], [-0.03, -0.01, -0.01], [0.06, 0.03, 0.04], [-0.02, -0.04, 0.05], [-0.02, -0.04, -0.28], [-0.13, -0.05, 0.04], [0.00, 0.04, -0.03], [0.14, 0.05, 0.02], [-0.09, -0.03, -0.06], [-0.07, -0.18, -0.13], [0.13, 0.02, 0.20], [0.03, 0.00, 0.01], [0.02, 0.01, -0.04], [0.03, 0.00, -0.02], [-0.03, -0.02, -0.01], [0.00, 0.01, -0.08], [-0.04, 0.03, -0.08], [-0.07, 0.13, 0.04], [0.13, -0.19, 0.07], [-0.08, 0.44, -0.24], [0.01, -0.02, -0.01], [0.00, -0.04, -0.02]],
  "lowdin_charge": [1.4815, 0.0278, -0.6400, -0.2338, -0.1014, -0.2603, -0.0957, -0.0883, -0.2535, -0.1493, -0.0969, -0.5919, 0.0563, -0.2126, 0.1468, 0.1583, 0.1117, 0.1103, 0.1110, 0.1100, 0.1372, 0.1459, -0.0212, -0.5287, -0.0181, -0.1115, -0.6457, 0.0169, -0.2094, 0.0827, 0.0906, 0.0867, 0.0868, 0.0727, 0.0845, 0.0526, -0.0232, -0.1389, -0.0771, -0.1351, -0.0218, -0.1593, 0.0839, 0.0913, 0.0919, 0.1064, 0.1025, 0.1450, 0.4867, -1.0134, 0.4984, 0.0215, 0.0293],
  "total_energy_ha": -2507.8863,
  "total_charge": -1,
  "de_lowest_kcal_mol": 36.3
}